#i
The following is a quantum chemistry calculation of C7H15NO2S in the gas phase, from the Open Molecules 2025 dataset.

The geometry in XYZ format:
```
26
C7H15NO2S, DFT ωB97M-V/def2-TZVPD
C -0.36 -1.06 -0.07
C -0.18 -0.38 1.35
C -0.34 0.13 -1.07
C -1.20 0.36 1.87
C 1.08 -0.48 2.11
C 0.74 1.08 -0.82
C -1.63 0.85 -1.43
N -1.56 -1.76 -0.09
O 1.77 -1.23 -2.61
O -0.08 -0.02 -3.89
S 0.11 -0.83 -2.70
H 0.50 -1.57 -0.46
H 1.96 -1.57 -3.48
H -0.99 1.00 2.78
H -2.15 0.39 1.34
H 1.93 -0.05 1.61
H 1.44 -1.59 2.14
H 0.95 -0.04 3.10
H 0.75 1.86 -1.57
H 1.79 0.78 -0.69
H 0.62 1.63 0.11
H -2.46 0.53 -0.61
H -2.08 0.60 -2.40
H -1.53 1.97 -1.45
H -1.85 -1.93 0.86
H -1.38 -2.69 -0.51
```

Results
* molar mass: 177.27 g mol⁻¹
* total charge: 0
* 2S+1: 1
* gap between HOMO and LUMO: 9.14 eV
* LUMO level: 0.023 hartree

Results of the Mulliken charge analysis, in e, for atoms 1 through 2: number 1, C, carries -0.64; number 2, C, carries 0.62


#ii
The following is a quantum chemistry calculation of C7H15NO2S in the gas phase, from the Open Molecules 2025 dataset.

The geometry in XYZ format:
```
26
C7H15NO2S, DFT ωB97M-V/def2-TZVPD
C 1.08 1.19 -0.56
C -0.07 0.66 0.38
C -0.11 -0.83 0.37
C -1.39 1.27 -0.10
C 0.23 1.18 1.79
C 1.07 -1.60 0.87
C -1.39 -1.59 0.29
N 0.89 0.92 -1.95
O -0.52 -0.83 -3.18
O 1.73 -1.51 -2.38
S 0.51 -0.78 -2.15
H 1.16 2.26 -0.41
H 2.03 0.72 -0.28
H -1.29 2.36 -0.15
H -2.20 1.05 0.60
H -1.68 0.90 -1.08
H -0.53 0.83 2.49
H 0.22 2.27 1.79
H 1.20 0.84 2.15
H 0.83 -2.04 1.84
H 1.95 -0.98 0.98
H 1.31 -2.41 0.19
H -1.96 -1.45 1.22
H -1.20 -2.65 0.16
H -2.02 -1.25 -0.53
H 0.13 1.46 -2.35
```

Results
* molar mass: 177.27 g mol⁻¹
* total charge: 0
* 2S+1: 1
* gap between HOMO and LUMO (alpha / beta): 8.14 / 8.14 eV
* LUMO level (alpha / beta): -0.012 / -0.012 hartree

Results of the Mulliken charge analysis, in e, for atoms 1 through 2: number 1, C, carries -1.17; number 2, C, carries 2.06


#iii
The following is a quantum chemistry calculation of 2 unconnected molecules or ions with the total composition C7H15NO2S, from the Open Molecules 2025 dataset.

The geometry in XYZ format:
```
26
C7H15NO2S, DFT ωB97M-V/def2-TZVPD
C 1.64 1.03 0.43
C 0.41 0.44 0.91
C 0.27 1.82 0.35
C -0.46 2.02 -0.97
C 0.08 2.98 1.34
C 1.00 -2.01 -1.47
C -1.00 -2.90 0.76
N -0.09 -1.10 -1.08
O -2.23 -0.61 -0.16
O -2.03 -2.57 -1.59
S -1.46 -1.76 -0.57
H 2.28 1.51 1.31
H 2.22 0.78 -0.43
H -0.01 0.05 1.86
H -0.02 2.91 -1.63
H -1.40 2.09 -0.68
H -0.46 1.12 -1.60
H 0.91 3.69 1.18
H 0.17 2.53 2.33
H -0.78 3.57 1.32
H 0.97 -2.88 -0.81
H 0.81 -2.15 -2.53
H 1.93 -1.32 -1.27
H -0.56 -2.36 1.58
H -1.95 -3.39 1.08
H -0.27 -3.53 0.36
```

Results
* molar mass: 177.27 g mol⁻¹
* total charge: 0
* 2S+1: 1
* gap between HOMO and LUMO (alpha / beta): 9.04 / 7.15 eV
* LUMO level (alpha / beta): -0.023 / -0.055 hartree

Results of the Mulliken charge analysis, in e, for atoms 1 through 2: number 1, C, carries -0.83; number 2, C, carries -0.29


#iv
The following is a quantum chemistry calculation of 2 unconnected molecules or ions with the total composition C7H15NO2S, from the Open Molecules 2025 dataset.

The geometry in XYZ format:
```
26
C7H15NO2S, DFT ωB97M-V/def2-TZVPD
C -1.66 -0.02 0.98
C -0.94 1.23 1.54
C -0.72 0.79 0.18
C -1.88 2.38 1.75
C 2.13 0.25 -0.21
C 1.21 -2.96 -1.50
C 1.03 -0.69 0.12
N -0.50 1.53 -0.95
O -1.10 -2.00 -0.72
O 0.22 -0.66 -2.36
S 0.21 -1.51 -1.17
H -1.42 -1.09 1.20
H -2.70 0.01 0.70
H -0.17 0.98 2.37
H -2.60 2.05 2.43
H -2.43 2.61 0.91
H -1.38 3.31 1.99
H 3.04 -0.13 0.32
H 1.94 1.32 0.11
H 2.28 0.28 -1.35
H 2.27 -2.65 -1.52
H 1.12 -3.70 -0.68
H 0.90 -3.32 -2.44
H 1.27 -1.34 0.92
H -0.28 1.12 -1.89
H 0.17 2.19 -0.75
```

Results
* molar mass: 177.27 g mol⁻¹
* total charge: 0
* 2S+1: 1
* gap between HOMO and LUMO: 8.51 eV
* LUMO level: 0.028 hartree

Results of the Mulliken charge analysis, in e, for atoms 1 through 2: number 1, C, carries -0.79; number 2, C, carries 0.37


#ii has the most favorable energy; the next structure is 27.6 kcal/mol above.


#i
The following is a quantum chemistry calculation of 2 unconnected molecules or ions with the total composition C3H12N2O, from the Open Molecules 2025 dataset.

The geometry in XYZ format:
```
18
C3H12N2O, DFT ωB97M-V/def2-TZVPD
N -0.14 2.76 1.49
C -0.65 1.37 1.66
C -0.73 0.82 0.19
C -1.18 -0.64 0.18
N -1.17 -1.18 -1.19
H 0.58 3.00 2.18
H 0.46 2.85 0.67
H -0.01 0.70 2.24
H -1.60 1.53 2.16
H 0.26 0.85 -0.25
H -1.61 1.36 -0.21
H -0.43 -1.17 0.78
H -2.15 -0.71 0.72
H -1.64 -0.66 -1.91
H -1.43 -2.14 -1.32
O 3.29 -2.60 -2.01
H 3.22 -1.73 -1.60
H 2.64 -3.17 -1.58
```

Results
* molar mass: 92.14 g mol⁻¹
* total charge: 0
* SMILES: NCCCN.O
* 2S+1: 1
* gap between HOMO and LUMO: 9.95 eV
* LUMO level: 0.028 hartree

Results of the Mulliken charge analysis, in e, for atoms 1 through 2: number 1, N, carries -0.61; number 2, C, carries -0.41


#ii
The following is a quantum chemistry calculation of 2 unconnected molecules or ions with the total composition C3H12N2O, from the Open Molecules 2025 dataset.

The geometry in XYZ format:
```
18
C3H12N2O, DFT ωB97M-V/def2-TZVPD
C -1.88 0.85 -0.81
N -1.35 -0.51 -0.57
C -0.70 -0.54 0.71
C 0.75 -1.32 0.40
N 1.26 -1.81 1.73
H -2.50 1.32 0.03
H -0.88 1.51 -0.82
H -2.41 0.82 -1.75
H -1.76 -1.38 -0.89
H -1.24 -1.06 1.53
H -0.46 0.49 1.16
H 1.30 -0.58 -0.04
H 0.63 -2.14 -0.32
H 0.99 -1.03 2.46
H 2.26 -1.79 1.75
O 1.68 2.67 -1.60
H 2.61 2.84 -1.42
H 1.71 1.65 -1.55
```

Results
* molar mass: 92.14 g mol⁻¹
* total charge: 0
* SMILES: CNCCN.O
* 2S+1: 1
* gap between HOMO and LUMO: 9.03 eV
* LUMO level: 0.026 hartree

Results of the Mulliken charge analysis, in e, for atoms 1 through 2: number 1, C, carries -0.66; number 2, N, carries -0.19


#iii
The following is a quantum chemistry calculation of 2 unconnected molecules or ions with the total composition C3H12N2O, from the Open Molecules 2025 dataset.

The geometry in XYZ format:
```
18
C3H12N2O, DFT ωB97M-V/def2-TZVPD
C -0.14 0.75 -1.92
C -0.56 0.72 -0.39
N -0.28 -0.73 0.03
C -2.11 0.85 -0.12
N -2.46 1.65 1.01
H -0.10 -0.38 -2.35
H -0.93 1.26 -2.49
H 0.83 1.23 -2.00
H 0.12 1.49 0.13
H 0.73 -1.15 0.02
H -0.72 -1.02 0.85
H -2.57 -0.14 -0.07
H -2.61 1.02 -1.11
H -2.02 1.35 1.94
H -1.96 2.57 1.13
O 4.49 -2.68 1.04
H 5.16 -2.12 1.08
H 4.18 -3.06 1.89
```

Results
* molar mass: 92.14 g mol⁻¹
* total charge: 0
* SMILES: C[C@H](N)CN.O
* 2S+1: 1
* gap between HOMO and LUMO: 9.79 eV
* LUMO level: 0.032 hartree

Results of the Mulliken charge analysis, in e, for atoms 1 through 2: number 1, C, carries -1.25; number 2, C, carries 0.78


#iv
The following is a quantum chemistry calculation of 3 unconnected molecules or ions with the total composition C3H12N2O, from the Open Molecules 2025 dataset.

The geometry in XYZ format:
```
18
C3H12N2O, DFT ωB97M-V/def2-TZVPD
C 2.51 -0.97 -1.14
C 2.33 -2.23 -0.77
H 3.40 -0.55 -1.58
H 1.62 -0.34 -1.09
H 3.25 -2.82 -0.95
H 1.92 -2.71 0.10
N -1.36 0.91 -2.74
C -1.57 0.09 -1.60
O -1.68 -1.31 -1.94
H -0.66 0.52 -3.34
H -2.10 1.43 -3.18
H -2.40 0.33 -0.93
H -0.69 0.18 -0.95
H -2.08 -1.28 -2.83
N -0.48 2.12 5.93
H -1.17 1.40 5.89
H -0.81 3.06 6.10
H -0.04 2.17 5.02
```

Results
* molar mass: 92.14 g mol⁻¹
* total charge: 0
* SMILES: C=C.NCO.N
* 2S+1: 1
* gap between HOMO and LUMO: 10.44 eV
* LUMO level: 0.035 hartree

Results of the Mulliken charge analysis, in e, for atoms 1 through 2: number 1, C, carries -0.36; number 2, C, carries -0.51


#i has the most favorable energy; the next structure is 26.2 kcal/mol above.


#i
The following is a quantum chemistry calculation of 2 unconnected molecules or ions with the total composition C3H12N2O, from the Open Molecules 2025 dataset.

The geometry in XYZ format:
```
18
C3H12N2O, DFT ωB97M-V/def2-TZVPD
N 1.15 -2.75 -0.08
C 1.04 -1.28 0.07
C -0.06 -0.58 -0.69
C -1.42 -0.42 -0.01
N -1.91 0.94 -0.17
H 1.97 -2.97 -0.63
H 0.36 -3.11 -0.59
H 0.95 -1.02 1.12
H 2.04 -0.91 -0.15
H -0.21 -0.95 -1.71
H 0.27 0.44 -0.90
H -2.22 -1.06 -0.37
H -1.28 -0.67 1.06
H -1.22 1.67 -0.15
H -2.74 1.21 0.33
O 1.22 3.89 0.57
H 0.35 4.07 1.01
H 1.72 3.48 1.27
```

Results
* molar mass: 92.14 g mol⁻¹
* total charge: 0
* SMILES: NCCCN.O
* 2S+1: 1
* gap between HOMO and LUMO: 9.56 eV
* LUMO level: 0.026 hartree

Results of the Mulliken charge analysis, in e, for atoms 1 through 2: number 1, N, carries -0.58; number 2, C, carries -0.56


#ii
The following is a quantum chemistry calculation of 2 unconnected molecules or ions with the total composition C3H12N2O, from the Open Molecules 2025 dataset.

The geometry in XYZ format:
```
18
C3H12N2O, DFT ωB97M-V/def2-TZVPD
C -1.35 -1.65 -0.52
N -0.17 -0.91 -0.98
C 0.75 -0.61 0.15
C 1.02 0.88 0.31
N 2.39 1.07 0.77
H -1.21 -2.61 0.00
H -1.89 -1.05 0.22
H -2.03 -1.80 -1.36
H 0.31 -1.50 -1.66
H 1.68 -1.15 -0.06
H 0.39 -1.01 1.10
H 0.32 1.43 0.95
H 0.82 1.41 -0.64
H 2.61 2.04 0.97
H 3.04 0.67 0.11
O -2.07 1.96 0.12
H -1.62 1.12 0.14
H -2.97 1.72 0.39
```

Results
* molar mass: 92.14 g mol⁻¹
* total charge: 0
* SMILES: CNCCN.O
* 2S+1: 1
* gap between HOMO and LUMO: 9.93 eV
* LUMO level: 0.034 hartree

Results of the Mulliken charge analysis, in e, for atoms 1 through 2: number 1, C, carries -0.97; number 2, N, carries -0.35


#iii
The following is a quantum chemistry calculation of 2 unconnected molecules or ions with the total composition C3H12N2O, from the Open Molecules 2025 dataset.

The geometry in XYZ format:
```
18
C3H12N2O, DFT ωB97M-V/def2-TZVPD
N -0.31 -0.17 1.53
C -0.01 -1.53 0.98
C 0.28 -1.53 -0.52
N 1.50 -0.79 -0.83
H -0.35 0.78 0.79
H -1.17 -0.07 2.06
H 0.41 0.12 2.18
H 0.87 -1.88 1.56
H -0.91 -2.13 1.24
H 0.33 -2.58 -0.74
H -0.61 -1.11 -1.05
H 1.81 -1.02 -1.77
H 1.13 0.19 -0.84
C -1.17 2.16 -0.67
O 0.04 1.53 -0.56
H -2.03 1.55 -1.11
H -1.61 2.46 0.31
H -1.24 3.10 -1.29
```

Results
* molar mass: 92.14 g mol⁻¹
* total charge: 0
* 2S+1: 1
* gap between HOMO and LUMO: 8.05 eV
* LUMO level: 0.012 hartree

Results of the Mulliken charge analysis, in e, for atoms 1 through 2: number 1, N, carries -0.25; number 2, C, carries -0.62


#i has the most favorable energy; the next structure is 2.2 kcal/mol above.


#i
The following is a quantum chemistry calculation of 2 unconnected molecules or ions with the total composition C3H12N2O, from the Open Molecules 2025 dataset.

The geometry in XYZ format:
```
18
C3H12N2O, DFT ωB97M-V/def2-TZVPD
C -1.80 -1.64 0.93
C -0.68 -1.53 -0.08
N -0.25 -0.13 -0.23
C 1.10 0.03 -0.69
N 1.27 1.16 -1.60
H -1.36 -1.71 1.93
H -2.47 -0.78 0.84
H -2.41 -2.54 0.79
H -0.96 -1.94 -1.04
H 0.17 -2.12 0.27
H -0.84 0.33 -0.91
H 1.76 0.23 0.17
H 1.55 -0.86 -1.17
H 0.40 1.67 -1.74
H 1.94 1.83 -1.24
O 0.57 2.93 1.15
H 0.88 2.67 2.03
H 1.13 2.39 0.57
```

Results
* molar mass: 92.14 g mol⁻¹
* total charge: 0
* SMILES: CCNCN.O
* 2S+1: 1
* gap between HOMO and LUMO: 9.73 eV
* LUMO level: 0.034 hartree

Results of the Mulliken charge analysis, in e, for atoms 1 through 2: number 1, C, carries -1.09; number 2, C, carries -0.51


#ii
The following is a quantum chemistry calculation of 2 unconnected molecules or ions with the total composition C3H12N2O, from the Open Molecules 2025 dataset.

The geometry in XYZ format:
```
18
C3H12N2O, DFT ωB97M-V/def2-TZVPD
N 1.16 1.79 -0.67
C -0.31 1.53 -0.50
C -0.47 0.36 0.43
C -1.69 -0.51 0.13
N -1.93 -1.41 1.27
H 1.48 2.23 0.18
H 1.29 2.54 -1.34
H -0.71 1.30 -1.47
H -0.79 2.43 -0.10
H 0.34 -0.36 0.49
H -0.69 0.61 1.48
H -1.71 -1.03 -0.83
H -2.51 0.21 0.02
H -2.42 -2.24 0.98
H -1.02 -1.67 1.64
O 2.64 -1.57 -0.54
H 2.16 -0.73 -0.54
H 3.50 -1.38 -0.93
```

Results
* molar mass: 92.14 g mol⁻¹
* total charge: 0
* SMILES: NCCCN.O
* 2S+1: 1
* gap between HOMO and LUMO: 10.21 eV
* LUMO level: 0.036 hartree

Results of the Mulliken charge analysis, in e, for atoms 1 through 2: number 1, N, carries -0.59; number 2, C, carries -0.56


#ii has the most favorable energy; the next structure is 6.7 kcal/mol above.